[1]
{
  "formula": "C11H17O6",
  "method": "wB97M-V/def2-TZVPD",
  "e_homo_ha": -0.1728,
  "charge": -1,
  "homo_lumo_gap_ev": 7.22,
  "elements": ["O", "O", "O", "O", "O", "O", "C", "C", "C", "C", "C", "C", "C", "C", "C", "C", "C", "H", "H", "H", "H", "H", "H", "H", "H", "H", "H", "H", "H", "H", "H", "H", "H", "H"],
  "coordinates": [[2.897223, -0.806260, -0.172096], [-0.588025, -1.394346, 2.895916], [1.621760, 0.120548, -1.765917], [-2.737568, 2.470686, 0.883272], [-2.588288, 1.250907, -1.176029], [-0.815054, -1.906428, 5.066693], [3.582291, -1.209428, -2.411747], [-6.434321, 1.180158, -0.405647], [1.412571, 0.599958, -3.107060], [-0.581352, -0.453720, 1.806222], [-0.320435, 0.367632, 4.585127], [2.698169, -0.596534, -1.366565], [-3.406835, 1.780442, -0.254621], [-0.621445, -1.051754, 4.205061], [0.833896, -0.019660, 1.476340], [0.720066, -0.450405, -3.954016], [-5.064737, 1.584596, -0.361418], [1.297287, 0.506674, 2.316139], [-7.406740, 0.537732, -0.146498], [-0.665778, 1.098137, 3.855434], [4.593585, -1.296750, -2.000470], [0.754872, 0.478818, 4.747823], [3.673841, -0.607650, -3.314430], [0.762330, 1.477072, -3.023427], [1.460677, -0.888534, 1.260707], [-1.004523, -0.978213, 0.943105], [-1.244054, 0.390997, 2.008462], [2.346659, 0.950481, -3.552292], [1.335563, -1.348681, -4.060232], [0.505904, -0.058708, -4.952940], [-0.849151, 0.595033, 5.516921], [0.839363, 0.644946, 0.607197], [3.210420, -2.206684, -2.661366], [-0.218170, -0.761061, -3.487648]],
  "forces_ev_per_angstrom": [[0.0, 0.5, -2.6], [-0.4, -0.5, 1.0], [0.4, 0.1, 0.5], [-5.0, -3.3, -5.3], [-5.3, 2.0, 3.6], [0.3, 1.0, -1.5], [0.7, 0.2, -0.2], [9.5, 1.7, 1.1], [-0.3, -0.1, -0.1], [0.2, 0.7, -0.3], [-0.5, 0.6, 0.2], [-0.1, -0.3, 1.6], [6.7, 0.8, 1.2], [0.0, -1.1, 0.4], [-0.2, -0.1, 0.4], [0.1, -0.3, 0.0], [-8.6, -3.4, 0.2], [-0.1, 0.1, 0.0], [2.7, 2.0, -0.8], [0.2, -0.1, -0.1], [-0.3, -0.2, 0.1], [-0.1, 0.0, -0.1], [-0.2, -0.1, -0.1], [0.1, -0.2, 0.3], [-0.4, 0.3, 0.1], [0.0, -0.1, 0.3], [0.0, -0.1, 0.0], [0.1, -0.1, 0.1], [0.0, 0.1, -0.1], [0.0, 0.0, 0.1], [0.3, -0.2, -0.1], [-0.1, -0.2, 0.2], [0.0, 0.1, 0.0], [0.1, 0.2, 0.0]]
}


[2]
{
  "formula": "C21H13Cl3GeN3O8Ti",
  "method": "wB97M-V/def2-TZVPD",
  "spin_multiplicity": 2,
  "e_homo_ha": [-0.2997, -0.2997],
  "homo_lumo_gap_ev": [6.53, 6.46],
  "s_squared": 0.753,
  "elements": ["Ge", "Ti", "Cl", "Cl", "Cl", "O", "O", "O", "O", "O", "O", "O", "O", "N", "N", "N", "C", "C", "C", "C", "C", "C", "C", "C", "C", "C", "C", "C", "C", "C", "C", "C", "C", "C", "C", "C", "C", "H", "H", "H", "H", "H", "H", "H", "H", "H", "H", "H", "H", "H"],
  "coordinates": [[-1.340434, 2.823037, -2.215790], [-0.705986, -0.265155, 0.788618], [-2.150288, 4.527526, -3.391833], [-1.155141, 1.325622, -4.160812], [-3.400308, 2.039608, -1.466690], [-2.735958, -0.789417, -2.909450], [0.495850, 3.218384, 2.564606], [-0.649111, 1.605584, 1.480680], [-0.105113, -2.188146, 1.024828], [1.422811, -3.630261, 1.845293], [-1.705439, -0.596921, 2.817626], [-3.395046, -1.254548, 4.069284], [-1.239643, -0.375630, -1.298408], [-2.853851, -0.972598, 0.570219], [0.895012, -0.210385, 2.187883], [1.076637, 0.318120, -0.489484], [-5.473090, -1.717610, 0.223069], [-2.840862, -1.008347, 2.892209], [-4.939549, -1.600946, 1.502230], [-3.615850, -1.221957, 1.629269], [1.905941, 0.507612, -1.255322], [2.944209, 0.751107, -2.210384], [-2.359114, -0.715375, -1.686413], [0.306824, 2.073662, 2.235751], [5.261848, 0.806552, -2.795857], [3.005287, -0.112365, 3.864972], [1.227999, 0.957998, 2.710385], [2.302675, 1.053986, 3.573205], [4.277865, 0.560564, -1.855339], [2.583347, 1.180786, -3.487300], [-4.677206, -1.455783, -0.878422], [3.581268, 1.423423, -4.415230], [0.938370, -2.528810, 1.723795], [-3.362814, -1.087769, -0.645859], [2.628574, -1.328569, 3.303002], [1.540974, -1.333903, 2.449094], [4.913132, 1.237462, -4.069752], [-4.297868, -1.583945, 3.985286], [2.567153, 2.013301, 3.994591], [1.537300, 1.312965, -3.736911], [-5.567931, -1.794634, 2.361743], [5.688222, 1.429905, -4.799888], [6.301642, 0.663274, -2.535812], [-5.049901, -1.509389, -1.890607], [4.530557, 0.225525, -0.858428], [3.851251, -0.072775, 4.538981], [3.317397, 1.759081, -5.408644], [-6.508654, -2.000531, 0.094318], [-2.121652, -0.206838, -3.480064], [3.148649, -2.252467, 3.511757]],
  "forces_ev_per_angstrom": [[0.1, 0.0, 0.0], [0.3, 0.3, -0.2], [0.0, 0.0, 0.0], [0.0, 0.0, 0.0], [0.0, 0.0, 0.0], [0.0, 0.0, 0.0], [0.0, 0.0, 0.0], [0.0, -0.2, -0.1], [-0.1, 0.1, 0.0], [0.0, 0.0, 0.0], [-0.2, -0.1, 0.1], [0.1, 0.0, -0.1], [-0.1, -0.1, 0.0], [0.1, 0.0, 0.0], [-0.1, -0.1, -0.1], [-0.1, -0.2, 0.1], [0.0, 0.0, 0.0], [0.0, 0.1, 0.0], [0.0, 0.0, 0.0], [0.0, 0.0, 0.0], [0.1, 0.0, 0.1], [-0.1, 0.1, -0.1], [0.0, 0.0, 0.1], [0.0, 0.0, 0.0], [0.0, 0.0, 0.0], [0.0, 0.0, 0.0], [0.0, 0.0, 0.0], [0.0, 0.0, 0.0], [0.0, 0.0, 0.0], [0.0, 0.0, 0.0], [0.1, 0.0, 0.0], [0.0, 0.0, 0.0], [0.0, 0.0, 0.0], [-0.1, 0.0, 0.0], [0.0, 0.0, 0.0], [0.0, 0.0, 0.0], [0.0, 0.0, 0.0], [0.0, 0.0, 0.0], [0.0, 0.0, 0.0], [0.0, 0.0, 0.0], [0.0, 0.0, 0.0], [0.0, 0.0, 0.0], [0.0, 0.0, 0.0], [0.0, 0.0, 0.0], [0.0, 0.0, 0.0], [0.0, 0.0, 0.0], [0.0, 0.0, 0.0], [0.0, 0.0, 0.0], [0.0, 0.0, 0.0], [0.0, 0.0, 0.0]]
}


[3]
{
  "formula": "C2H5BrO",
  "method": "wB97M-V/def2-TZVPD",
  "e_homo_ha": -0.3462,
  "homo_lumo_gap_ev": 10.16,
  "smiles": "C=CBr.O",
  "elements": ["Br", "O", "C", "C", "H", "H", "H", "H", "H"],
  "coordinates": [[1.527360, -0.369988, -3.068416], [-1.851983, -0.386600, 1.826682], [0.712775, 0.192924, -1.451839], [1.319094, 0.599322, -0.326452], [2.372539, 0.489357, -0.156652], [-2.804098, -0.248401, 2.052473], [-1.706791, -1.183953, 2.268472], [0.753103, 0.669602, 0.560665], [-0.321998, 0.237739, -1.704932]],
  "forces_ev_per_angstrom": [[0.5, 0.1, 0.1], [-1.9, 1.9, -0.6], [0.8, 0.8, 0.4], [-0.2, -1.8, -1.6], [0.4, 0.2, -0.3], [1.1, 0.2, -0.5], [0.9, -2.1, 1.0], [-0.9, 0.7, 0.7], [-0.7, 0.0, 0.7]]
}


[4]
{
  "formula": "C5H7NO3",
  "method": "wB97M-V/def2-TZVPD",
  "e_homo_ha": [-0.2876, -0.2875],
  "homo_lumo_gap_ev": [6.81, 6.81],
  "elements": ["O", "O", "O", "N", "C", "C", "C", "C", "C", "H", "H", "H", "H", "H", "H", "H"],
  "coordinates": [[-1.274924, -0.422925, -1.111264], [0.233282, -0.980467, 1.443994], [0.004082, 1.905203, -0.859865], [0.381715, -2.251696, -1.645355], [2.168243, -0.468829, 0.106440], [-1.628192, 1.303881, 0.902286], [-0.715532, 1.230300, -0.250091], [-0.008706, -1.397225, -0.903495], [0.743013, -0.898763, 0.339587], [-1.924694, -0.878644, -1.672520], [2.791837, -1.349426, -0.048572], [-1.529264, 0.390973, 1.490157], [-1.363694, 2.177130, 1.501272], [-2.641147, 1.396656, 0.505792], [2.528835, 0.076235, 0.978325], [2.235146, 0.167597, -0.776691]],
  "forces_ev_per_angstrom": [[0.7, 0.6, 0.9], [0.3, 0.3, -0.1], [-1.1, -2.1, 1.1], [-0.9, 0.5, 0.3], [0.0, 0.1, 0.2], [0.2, -0.4, 0.3], [-0.3, 1.8, -1.7], [2.2, -0.5, 0.0], [-0.8, -0.6, -0.4], [-0.2, 0.5, -0.2], [-0.1, 0.0, -0.1], [-0.1, 0.0, -0.1], [0.1, 0.0, -0.1], [0.1, -0.1, -0.1], [0.0, -0.1, 0.0], [0.0, -0.2, 0.0]]
}


Electronic energy per entry: -880.61903; -5881.58360; -2728.41169; -475.05004 hartree
Relative energy (zero: lowest compared OMol25 entry of this formula, charge and spin) per entry: 467.4; 0.0; 90.3; 522.4 kJ/mol